(1)
ORCA calculation (the ωB97M-V functional and the def2-TZVPD basis) on a molecular structure, C24H12F5HfN4O2Se.

Calculated values
Kohn-Sham gap: 6.89 eV
Electronic energy: -4239.9861 a.u.
Total charge: +1

Each line ends with the Löwdin charge.
Positions of all 49 atoms, in Å:
C 2.30910 -1.08213 1.22239  -0.19
H 4.21007 -1.56617 0.37028  0.11
C -1.38120 -2.11102 -3.80385  -0.02
H 0.05018 -2.74776 -5.27292  0.13
Se -1.61439 1.97648 0.01077  0.76
H 2.00840 -2.28841 -3.74661  0.14
C 1.30092 4.53773 -2.61894  -0.12
C 4.29757 -1.39779 2.51646  -0.06
C 2.23076 -0.86876 3.63218  -0.01
C 0.98517 -2.10346 -3.45001  0.04
C -0.76507 4.34585 -1.41244  -0.24
H -2.51429 -1.36180 -2.14984  0.10
O -0.62260 -1.25230 4.28610  0.13
F 2.12669 5.24872 -3.37059  0.16
O 3.05503 -1.63967 -1.61388  0.12
N -2.33180 -0.84414 1.25027  -0.06
C -4.68430 -0.62280 1.54529  -0.01
C -4.51261 -0.51668 2.92103  0.01
C -0.09942 -2.35633 -4.27487  0.01
H 1.67278 -0.68296 4.53656  0.11
C -3.57628 -0.77773 0.74634  -0.13
C 3.66486 -1.36738 1.27944  0.00
Hf -0.34860 -0.28555 0.26686  1.54
F 1.05636 1.25450 -1.14401  -0.01
C 0.10415 5.08836 -2.19197  -0.13
H 5.35535 -1.62254 2.56164  0.11
H -5.36738 -0.37915 3.57028  0.13
C 0.75790 -1.62011 -2.18121  -0.17
N 0.19048 -0.55935 2.21751  -0.07
H -3.03665 -0.53523 4.51280  0.14
C 1.93285 -1.44558 -1.22049  -0.46
C -3.23557 -0.58992 3.45161  0.04
C -1.53335 -1.60327 -2.53421  -0.09
H -3.67465 -0.83864 -0.32789  0.10
H 4.08866 -1.18737 4.63981  0.11
C -2.17580 -0.75660 2.58982  -0.18
F 2.77362 2.69765 -2.66925  0.15
H -5.66440 -0.57386 1.09314  0.12
C 1.63251 3.24146 -2.26633  -0.14
H -2.25515 -2.30192 -4.41050  0.12
N -0.48904 -1.35327 -1.72859  -0.03
C 0.73612 2.53956 -1.49477  -0.22
C -0.76892 -0.87496 3.15263  -0.44
F -1.90567 4.90580 -1.02327  0.11
F -0.20292 6.32948 -2.53912  0.16
C 3.58862 -1.15418 3.68064  -0.06
C -0.45948 3.04532 -1.05145  -0.49
N 1.49817 -1.12017 0.03808  -0.08
C 1.59320 -0.82196 2.40508  -0.20



(2)
ORCA calculation (the ωB97M-V functional and the def2-TZVPD basis) on a molecular structure, C24H12F5N4O3Ru.

Calculated values
2S+1: 6
Kohn-Sham gap (spin up / spin down): 4.47 / 4.94 eV
Electronic energy: -1960.6605 a.u.
Expectation value of S²: 8.8007

Each line ends with the Löwdin spin population.
Positions of all 49 atoms, in Å:
C 0.73049 2.66546 -2.91531  0.11
C 0.46194 2.41447 -1.60080  0.05
H 3.85990 -2.56951 0.45579  0.00
C -1.98303 0.30661 -1.91985  0.02
H -1.25905 3.27214 0.87953  0.00
N 0.26653 -0.66253 2.40898  0.11
C -1.59569 0.71098 2.89065  0.02
F -0.71148 -2.13793 -4.91215  0.00
C -2.76566 1.03406 3.55655  0.00
O -0.94364 -1.10773 -0.29729  0.22
C 2.45214 -0.57871 -0.87158  0.14
C -2.87732 3.03674 2.26468  0.00
H 2.63726 -4.12819 4.26444  0.01
F -2.13904 0.08583 -5.52000  0.00
C 1.87161 0.52343 -1.60207  0.19
C 3.35221 -3.45098 2.33982  0.04
H -3.12068 0.35098 4.31584  0.00
O -1.11965 -1.23758 4.16829  0.07
H -0.20785 3.05699 -1.04300  0.00
N 1.85433 -0.70234 0.41325  0.30
C -0.82960 -1.64555 -2.61494  0.02
C 1.25400 -1.60550 2.50039  0.16
H 0.79084 -2.49137 4.38761  0.00
C -0.81708 -0.51223 3.24644  0.04
C -1.13427 -1.34174 -3.92709  0.00
H -4.35490 2.47095 3.71731  0.00
C 1.59954 1.78636 -3.62285  0.13
C 1.45753 -2.51652 3.54101  -0.01
F -2.97490 1.73780 -3.50860  0.00
F -0.10628 -2.73818 -2.35075  0.00
O 3.32978 -1.32738 -1.29791  0.24
C -1.23571 -0.82899 -1.54049  0.01
C 2.48924 -3.42412 3.45664  0.17
H 2.83222 0.03373 -3.44536  0.00
C 2.16523 0.73295 -2.96034  0.03
C -1.71227 2.64898 1.63800  0.02
N 0.99131 1.37100 -0.92299  0.23
H 1.80946 1.95594 -4.67015  0.01
C -2.28839 0.62556 -3.22319  0.00
C -1.85989 -0.20467 -4.24294  0.02
F -2.36569 1.14474 -0.92570  0.01
H 4.15467 -4.17515 2.30348  0.00
H -3.34792 3.97181 1.99870  0.00
H 0.27474 3.51670 -3.40007  0.01
C -3.42628 2.20241 3.23265  0.01
C 3.20210 -2.56586 1.30924  0.08
C 2.15390 -1.61722 1.35432  0.12
N -1.08957 1.50295 1.91692  0.03
Ru 0.27490 0.41043 0.77486  2.41



(3)
ORCA calculation (the ωB97M-V functional and the def2-TZVPD basis) on a molecular structure, C24H13FN6O5S6Ta.

Calculated values
Energy above the lowest of the compared OMol25 structures with the same formula, charge and spin: 239.77 kJ/mol
Kohn-Sham gap: 5.76 eV
Electronic energy: -4173.1617 a.u.
Total charge: -1

Each line ends with the Löwdin charge.
Positions of all 56 atoms, in Å:
N -2.64283 1.50842 3.00820  0.14
S 1.41162 -1.03008 -4.85287  0.95
C 0.11713 -4.33487 3.85013  -0.03
H -0.68673 1.19705 -3.02301  0.07
C -1.98425 0.96068 2.12783  -0.25
C -0.15201 -2.16285 -3.02677  -1.12
C 2.94493 5.62245 0.42416  -0.08
H -0.31083 4.22775 -1.10187  0.12
H 3.58561 -5.01446 2.21647  0.09
H -3.34102 -0.71421 -0.29621  0.09
S -0.02779 -2.13840 1.95301  0.56
H 3.86291 6.00363 0.84486  0.10
O 0.40548 -2.49837 -6.79223  -0.07
S -0.81312 -2.55572 -1.47736  0.61
N 1.09153 -2.10538 0.79631  -0.31
C 1.78501 -3.87636 2.16005  -0.24
C 0.56427 -3.60944 2.77072  -0.19
C -4.25510 0.19672 -1.98478  -0.02
C -3.16721 -0.13300 -1.19413  -0.15
Ta -0.23032 -0.42798 -0.10055  1.53
H 0.60153 -5.95919 5.15780  0.10
S 1.49419 -0.26918 -1.94683  0.59
S 3.33502 -3.27977 0.00393  0.70
N 1.81482 1.71883 0.90821  0.02
H 3.31641 3.58958 1.03199  0.11
C -1.85928 0.23023 -1.52400  -0.34
C 2.65396 4.27594 0.53122  -0.01
S -0.73649 -2.98763 -4.46203  0.96
O 1.48553 0.48894 0.99834  -0.27
C -4.02919 0.89284 -3.15626  -0.29
N 1.13485 2.42641 0.10757  -0.21
C -2.75418 1.24720 -3.54594  -0.02
C 1.46978 3.79269 -0.01854  -0.16
F -5.08749 1.23259 -3.93775  0.03
C -2.83204 1.50630 4.27863  -0.39
H -5.26255 -0.07820 -1.71004  0.11
C 2.03973 -3.02741 0.98331  -0.85
N -3.08145 1.59317 5.40083  0.10
C 0.37181 -2.23127 -5.62455  -1.03
C 2.18028 -5.59014 3.76293  -0.06
C 0.82470 -1.24741 -3.21256  -1.13
H 2.81714 -6.35585 4.18116  0.10
C -1.68745 0.91552 -2.72495  -0.13
O 0.13704 1.95932 -0.58366  -0.21
C 0.59449 4.64158 -0.68520  0.00
H 0.22330 6.65478 -1.29357  0.10
H -0.83616 -4.11121 4.30226  0.12
C 0.89880 5.98755 -0.78076  -0.08
N -1.47304 0.56640 1.14234  -0.02
C 2.61904 -4.85790 2.67204  -0.03
O 0.07385 -1.01287 2.83746  -0.27
H 2.30731 7.52751 -0.31441  0.10
O -1.32169 -2.24048 1.29961  -0.39
C 2.07041 6.47847 -0.22859  -0.09
H -2.59420 1.76009 -4.47988  0.11
C 0.93391 -5.35298 4.32793  -0.07



(4)
ORCA calculation (the ωB97M-V functional and the def2-TZVPD basis) on a molecular structure, C24H16Br4N3O2PmS2.

Calculated values
Energy above the lowest of the compared OMol25 structures with the same formula, charge and spin: 181.83 kJ/mol
2S+1: 5
Kohn-Sham gap (spin up / spin down): 5.68 / 5.70 eV
Electronic energy: -12939.7039 a.u.
Expectation value of S²: 6.0081

Each line ends with the Löwdin spin population.
Positions of all 52 atoms, in Å:
H 2.84364 1.90216 -1.37714  0.00
H -4.67021 1.83197 1.36831  0.00
H -0.89042 -4.25270 2.35665  0.00
S -0.57722 0.02985 3.12466  -0.01
O -1.01213 2.10167 0.56732  -0.01
N 4.08042 -1.18147 -0.93883  0.00
C -0.36741 5.03043 -2.07837  0.00
C -0.87466 3.13538 -0.25499  0.00
C -1.06965 -2.77172 0.82039  0.00
C -3.03607 -1.05161 3.33936  0.00
H -2.22504 -1.24351 -1.06880  0.00
C 0.81969 -4.26889 1.05101  0.00
N 1.92147 -6.41657 1.93558  0.00
C -1.21348 -1.40597 -1.26241  -0.01
C -0.43745 -3.75453 1.50993  0.00
Br -1.98941 5.04537 1.67038  0.00
C 3.42188 1.02510 -1.58199  0.00
H 3.73492 -2.03528 -0.45212  0.00
Br 0.77363 3.36277 -4.11661  0.00
H -5.04981 -1.85322 3.63658  0.00
C 4.99958 -1.20732 -1.95896  0.00
C -4.41327 -1.00110 3.25896  0.00
S 2.84137 0.03267 1.00329  -0.01
H 2.40102 -4.18608 -0.39496  0.00
C 3.39482 -0.03329 -0.60339  0.00
Pm 0.13724 0.16953 0.30386  4.06
C 0.00744 3.74573 -2.40273  0.00
C -4.24753 0.99123 1.92280  0.00
H -6.10426 0.21193 2.72769  0.00
C -1.41916 4.42144 -0.04432  0.00
Br -2.58724 6.67199 -1.29185  0.00
C -0.53856 -2.30230 -0.42153  0.00
C -0.16135 2.75439 -1.43404  0.00
H -2.35867 1.73895 1.67046  0.00
C -1.27752 5.30489 -1.05088  0.00
N -2.91607 1.00633 2.15081  0.00
C 4.19147 0.92733 -2.73846  0.00
H 5.70692 -2.02011 -1.94831  0.00
H -2.03753 -2.40558 1.13377  0.00
C -2.25547 0.04820 2.83530  0.00
H 1.05877 -2.39449 -1.74691  0.00
H 4.09697 1.67495 -3.54583  0.00
O 0.36237 1.54518 -1.54931  -0.01
C 0.72130 -2.82392 -0.83359  0.00
C 5.09055 -0.17200 -2.82196  0.00
C -5.06227 0.08485 2.59592  0.00
H 5.83836 -0.27030 -3.65993  0.00
H -2.50818 -1.83762 3.93406  0.00
C 1.41880 -3.74725 -0.12537  0.00
Br 0.69456 6.44301 -2.63191  0.00
C 1.41970 -5.39817 1.64521  0.00
H -0.67683 -1.20232 -2.22682  0.00



Copy entry 2 word for word.
ORCA calculation (the ωB97M-V functional and the def2-TZVPD basis) on a molecular structure, C24H12F5N4O3Ru.

Calculated values
2S+1: 6
Kohn-Sham gap (spin up / spin down): 4.47 / 4.94 eV
Electronic energy: -1960.6605 a.u.
Expectation value of S²: 8.8007

Each line ends with the Löwdin spin population.
Positions of all 49 atoms, in Å:
C 0.73049 2.66546 -2.91531  0.11
C 0.46194 2.41447 -1.60080  0.05
H 3.85990 -2.56951 0.45579  0.00
C -1.98303 0.30661 -1.91985  0.02
H -1.25905 3.27214 0.87953  0.00
N 0.26653 -0.66253 2.40898  0.11
C -1.59569 0.71098 2.89065  0.02
F -0.71148 -2.13793 -4.91215  0.00
C -2.76566 1.03406 3.55655  0.00
O -0.94364 -1.10773 -0.29729  0.22
C 2.45214 -0.57871 -0.87158  0.14
C -2.87732 3.03674 2.26468  0.00
H 2.63726 -4.12819 4.26444  0.01
F -2.13904 0.08583 -5.52000  0.00
C 1.87161 0.52343 -1.60207  0.19
C 3.35221 -3.45098 2.33982  0.04
H -3.12068 0.35098 4.31584  0.00
O -1.11965 -1.23758 4.16829  0.07
H -0.20785 3.05699 -1.04300  0.00
N 1.85433 -0.70234 0.41325  0.30
C -0.82960 -1.64555 -2.61494  0.02
C 1.25400 -1.60550 2.50039  0.16
H 0.79084 -2.49137 4.38761  0.00
C -0.81708 -0.51223 3.24644  0.04
C -1.13427 -1.34174 -3.92709  0.00
H -4.35490 2.47095 3.71731  0.00
C 1.59954 1.78636 -3.62285  0.13
C 1.45753 -2.51652 3.54101  -0.01
F -2.97490 1.73780 -3.50860  0.00
F -0.10628 -2.73818 -2.35075  0.00
O 3.32978 -1.32738 -1.29791  0.24
C -1.23571 -0.82899 -1.54049  0.01
C 2.48924 -3.42412 3.45664  0.17
H 2.83222 0.03373 -3.44536  0.00
C 2.16523 0.73295 -2.96034  0.03
C -1.71227 2.64898 1.63800  0.02
N 0.99131 1.37100 -0.92299  0.23
H 1.80946 1.95594 -4.67015  0.01
C -2.28839 0.62556 -3.22319  0.00
C -1.85989 -0.20467 -4.24294  0.02
F -2.36569 1.14474 -0.92570  0.01
H 4.15467 -4.17515 2.30348  0.00
H -3.34792 3.97181 1.99870  0.00
H 0.27474 3.51670 -3.40007  0.01
C -3.42628 2.20241 3.23265  0.01
C 3.20210 -2.56586 1.30924  0.08
C 2.15390 -1.61722 1.35432  0.12
N -1.08957 1.50295 1.91692  0.03
Ru 0.27490 0.41043 0.77486  2.41